{"formula": "C3H8N4", "method": "ωB97M-V/def2-TZVPD", "total_charge": 0, "homo_energy_ev": -8.11, "relative_energy_ev": 4.5736, "lumo_ev": 0.4, "symbols": ["C", "C", "C", "N", "N", "N", "N", "H", "H", "H", "H", "H", "H", "H", "H"], "positions_angstrom": [[1.1912, 0.8768, -0.8779], [0.3541, -2.1044, 0.7978], [-0.6183, 1.1708, 0.0277], [-1.6510, 0.8156, -0.7942], [1.3635, -0.3937, -0.3869], [0.4927, -0.6865, 0.4795], [-0.7266, 2.0120, 0.9536], [-1.6112, -0.1135, -1.1833], [-2.5628, 1.1302, -0.4833], [0.1301, 2.2336, 1.4495], [2.0590, 1.5295, -0.8248], [0.6197, 0.9320, -1.7971], [-0.3298, -2.2114, 1.6405], [-0.0423, -2.6689, -0.0538], [1.3316, -2.5221, 1.0526]], "forces_ev_per_a": [[-3.64, 1.35, 0.97], [0.60, -0.25, 0.24], [2.85, 2.09, -0.53], [0.06, -0.26, -0.26], [-0.47, -2.39, 1.83], [0.75, -0.22, -1.97], [-0.62, -0.25, 0.47], [-0.13, 0.11, 0.02], [0.14, -0.15, 0.05], [-0.06, -0.02, -0.38], [-0.17, 0.09, 0.05], [0.60, -0.35, -0.45], [0.10, 0.09, -0.08], [0.05, 0.24, 0.05], [-0.07, -0.09, 0.00]], "lowdin_charge": [-0.0794, -0.0874, -0.4514, 0.0768, -0.0424, -0.0682, 0.0666, 0.0795, 0.0942, 0.0367, 0.0792, 0.0705, 0.0713, 0.0779, 0.0761]}


{"formula": "C29H22N7ReS", "method": "ωB97M-V/def2-TZVPD", "total_charge": 3, "s_squared": 0.764, "homo_energy_ev": [-16.45, -16.55], "spin_multiplicity": 2, "lumo_ev": [-10.6, -10.7], "symbols": ["Re", "C", "C", "C", "C", "C", "C", "N", "C", "C", "C", "C", "C", "C", "N", "N", "C", "C", "C", "C", "C", "N", "H", "H", "H", "H", "H", "H", "H", "H", "H", "H", "H", "H", "H", "N", "C", "C", "C", "C", "C", "C", "S", "N", "C", "C", "C", "C", "C", "C", "N", "H", "H", "H", "H", "H", "H", "H", "H", "H"], "positions_angstrom": [[0.1973, -0.2268, -0.0221], [3.8807, -2.4016, -2.8093], [3.8119, -2.7384, -1.4592], [3.2051, -1.8774, -0.5616], [2.6795, -0.6740, -1.0332], [2.7543, -0.3220, -2.3850], [3.3535, -1.2001, -3.2727], [2.0147, 0.2067, -0.1156], [2.4455, 1.5483, 0.0866], [3.7592, 1.9627, 0.1632], [3.9930, 3.3204, 0.3615], [2.9472, 4.2403, 0.4562], [1.6305, 3.8304, 0.3381], [1.4007, 2.4739, 0.1569], [0.1698, 1.8479, -0.1125], [-0.8404, 2.5103, -0.4338], [-1.8834, 1.6749, -0.8492], [-3.0639, 2.2290, -1.2962], [-4.0417, 1.3841, -1.8050], [-3.8016, 0.0168, -1.8558], [-2.6044, -0.4769, -1.3782], [-1.6510, 0.3303, -0.8708], [4.3647, -3.0746, -3.5047], [4.2517, -3.6624, -1.1086], [3.1672, -2.1017, 0.4978], [2.3721, 0.6354, -2.7211], [3.4255, -0.9435, -4.3208], [4.5753, 1.2570, 0.0814], [5.0136, 3.6708, 0.4394], [3.1710, 5.2874, 0.6052], [0.8067, 4.5302, 0.3732], [-3.1869, 3.3025, -1.2560], [-4.9773, 1.7904, -2.1663], [-4.5392, -0.6676, -2.2506], [-2.3952, -1.5379, -1.3766], [-0.4617, -1.7241, 3.7514], [-0.1910, -0.7099, 4.7262], [0.2527, -1.0780, 5.9819], [0.5687, -0.0787, 6.8944], [0.4688, 1.2554, 6.5384], [0.0478, 1.6186, 5.2626], [-0.3015, 0.6277, 4.3635], [-1.0200, 0.9793, 2.7908], [-0.3339, -0.3432, 1.8872], [-0.3603, -1.5605, 2.4547], [-0.2464, -2.7176, 1.5286], [-0.2963, -4.0427, 1.8932], [-0.1929, -5.0152, 0.8983], [-0.0240, -4.6235, -0.4170], [0.0364, -3.2700, -0.7091], [-0.0816, -2.3342, 0.2400], [-0.5550, -2.6647, 4.1121], [0.3547, -2.1219, 6.2537], [0.8995, -0.3512, 7.8870], [0.7162, 2.0244, 7.2570], [-0.0373, 2.6610, 4.9850], [-0.4167, -4.3481, 2.9238], [-0.2421, -6.0643, 1.1594], [0.0642, -5.3486, -1.2140], [0.1922, -2.9174, -1.7215]], "forces_ev_per_a": [[0.08, -0.03, -0.04], [-0.01, 0.01, -0.03], [-0.01, 0.01, 0.04], [0.01, -0.05, -0.03], [-0.18, 0.01, 0.00], [0.00, -0.01, -0.03], [0.00, -0.01, -0.01], [0.11, 0.04, 0.15], [0.00, -0.01, -0.03], [-0.02, 0.02, 0.04], [0.01, -0.02, 0.00], [-0.01, 0.01, 0.00], [-0.03, 0.02, 0.01], [0.01, -0.04, -0.03], [-0.01, 0.02, -0.01], [-0.05, -0.04, 0.00], [-0.03, 0.02, -0.01], [0.00, 0.02, 0.00], [0.00, 0.01, 0.00], [0.01, -0.01, 0.01], [-0.01, 0.00, 0.00], [0.08, 0.02, 0.09], [0.00, 0.00, 0.00], [0.00, 0.00, -0.01], [0.00, 0.00, 0.00], [0.01, 0.01, 0.00], [0.00, 0.00, 0.00], [0.00, 0.00, 0.00], [0.00, 0.00, 0.00], [0.00, 0.00, 0.00], [0.01, 0.01, 0.00], [0.00, 0.00, 0.00], [0.00, 0.00, 0.00], [0.00, 0.00, 0.00], [0.01, 0.00, 0.00], [0.04, 0.04, 0.00], [-0.02, 0.03, -0.05], [-0.01, 0.01, 0.01], [0.01, -0.09, 0.05], [-0.01, 0.07, -0.01], [-0.03, 0.01, -0.06], [0.02, -0.13, -0.06], [0.02, 0.03, 0.05], [0.01, 0.03, -0.04], [-0.05, -0.03, 0.00], [0.00, 0.11, 0.02], [0.00, -0.03, 0.01], [-0.01, 0.00, 0.02], [0.00, 0.00, -0.02], [-0.02, -0.02, 0.02], [0.03, -0.06, -0.07], [0.02, 0.00, 0.01], [0.00, 0.00, 0.00], [0.00, 0.00, 0.00], [0.00, 0.01, -0.01], [0.01, 0.00, 0.01], [0.00, -0.01, -0.01], [0.00, 0.00, 0.00], [0.00, 0.00, 0.00], [0.01, 0.01, 0.00]], "lowdin_spin": [0.8725, 0.0100, -0.0014, 0.0100, 0.0110, 0.0058, 0.0016, -0.0205, 0.0041, -0.0047, 0.0014, -0.0056, 0.0007, -0.0019, 0.0037, -0.0108, 0.0069, -0.0021, 0.0121, -0.0027, 0.0142, 0.0111, 0.0004, -0.0003, 0.0004, 0.0007, -0.0001, 0.0000, 0.0001, -0.0003, 0.0001, -0.0002, 0.0006, -0.0002, 0.0008, 0.0162, 0.0010, 0.0017, -0.0006, 0.0023, -0.0008, 0.0020, 0.0038, 0.0114, 0.0109, 0.0081, -0.0011, 0.0095, 0.0002, 0.0057, 0.0110, 0.0004, 0.0000, -0.0001, 0.0001, 0.0000, -0.0002, 0.0004, -0.0001, 0.0004]}


{"formula": "C30H39N5O3S", "method": "ωB97M-V/def2-TZVPD", "total_charge": 0, "homo_energy_ev": -7.47, "relative_energy_ev": 0.0301, "lumo_ev": 0.3, "symbols": ["C", "C", "C", "C", "C", "C", "C", "H", "H", "C", "H", "H", "H", "N", "C", "H", "C", "N", "C", "O", "C", "C", "C", "C", "C", "N", "C", "N", "C", "C", "C", "C", "C", "C", "C", "O", "H", "N", "C", "H", "C", "H", "O", "C", "H", "C", "H", "H", "H", "H", "H", "H", "H", "H", "S", "H", "H", "H", "H", "H", "H", "H", "H", "H", "H", "C", "C", "H", "H", "H", "H", "H", "H", "H", "H", "H", "H", "H"], "positions_angstrom": [[-1.1472, -3.2255, -3.9508], [0.0672, -2.9824, -3.1040], [-0.0552, -2.6642, -1.7601], [1.0564, -2.4240, -0.9555], [2.3367, -2.5645, -1.5058], [2.4508, -2.8760, -2.8531], [1.3401, -3.0685, -3.6519], [1.4598, -3.3065, -4.6988], [3.4380, -2.9810, -3.2811], [3.5763, -2.4310, -0.6712], [3.3462, -2.6032, 0.3768], [4.3197, -3.1565, -0.9956], [4.0196, -1.4393, -0.7739], [0.9382, -2.0580, 0.4087], [-0.3158, -2.3956, 1.0517], [-0.5136, -3.4582, 0.8945], [-0.2510, -2.1065, 2.5589], [0.1039, -0.7258, 2.7846], [-0.6968, 0.3183, 3.1373], [-0.3316, 1.4651, 2.9426], [-1.9884, 0.0341, 3.8847], [-3.2406, 0.3351, 3.0477], [-3.4671, -0.7276, 1.9771], [-4.7204, -0.5421, 1.1229], [-4.6565, 0.6453, 0.1547], [-3.3816, 0.7460, -0.5407], [-3.0974, -0.1316, -1.5504], [-1.9018, -0.0116, -2.1776], [-0.9175, 0.8696, -1.7948], [0.3391, 0.8967, -2.3916], [1.3017, 1.7704, -1.9334], [1.0551, 2.6516, -0.8632], [-0.2219, 2.6359, -0.2955], [-1.1951, 1.7606, -0.7511], [-2.5212, 1.7691, -0.1316], [-2.8772, 2.5855, 0.6896], [-0.4949, 3.2980, 0.5095], [1.9904, 3.5496, -0.4059], [2.1510, 3.8110, 1.0113], [1.2746, 3.4872, 1.5689], [3.3783, 3.0510, 1.5384], [3.5799, 3.3201, 2.5758], [4.5499, 3.3612, 0.8159], [4.3914, 3.0670, -0.5530], [5.3258, 3.3531, -1.0385], [3.2055, 3.8507, -1.1283], [3.0794, 3.6572, -2.1922], [3.4075, 4.9204, -0.9931], [4.2256, 1.9856, -0.6873], [3.1847, 1.9685, 1.4740], [2.2997, 4.8865, 1.1561], [2.2722, 1.7438, -2.4032], [0.5655, 0.2089, -3.1926], [-1.7146, -0.6750, -2.9189], [-4.1353, -1.3170, -2.0489], [-5.4501, 0.5443, -0.5901], [-4.7800, 1.5858, 0.6935], [-5.5923, -0.4027, 1.7635], [-4.8724, -1.4546, 0.5432], [-2.5973, -0.7467, 1.3184], [-3.5375, -1.7070, 2.4594], [-3.1252, 1.3197, 2.5934], [-4.1071, 0.3672, 3.7121], [-2.0214, -0.9843, 4.2712], [-1.9797, 0.7207, 4.7344], [1.3789, -0.4275, 2.1629], [1.2773, -0.6647, 0.6612], [2.2179, -0.4236, 0.1698], [0.5006, 0.0065, 0.2627], [1.6177, 0.6157, 2.3706], [2.1404, -1.0807, 2.6001], [-1.2128, -2.3466, 3.0071], [0.5203, -2.7376, 3.0148], [-1.1539, -1.8156, 0.6320], [-1.0487, -2.6058, -1.3428], [-1.1738, -4.2654, -4.2746], [-1.1235, -2.6064, -4.8479], [-2.0648, -3.0218, -3.4027]], "forces_ev_per_a": [[0.01, -0.10, 0.01], [0.07, 0.03, -0.05], [-0.03, -0.01, 0.07], [0.14, -0.11, -0.15], [0.03, 0.03, 0.06], [-0.07, 0.05, -0.02], [-0.04, 0.04, 0.01], [0.02, -0.04, -0.12], [0.12, -0.03, -0.03], [-0.02, 0.02, -0.04], [0.05, 0.01, 0.10], [0.07, -0.01, 0.01], [0.07, 0.07, 0.07], [-0.02, -0.17, 0.10], [-0.08, -0.08, 0.20], [-0.07, 0.04, -0.01], [-0.29, -0.26, -0.21], [0.38, -0.10, -0.03], [-0.11, -0.22, 0.32], [-0.15, 0.46, -0.06], [-0.18, 0.21, -0.08], [0.16, -0.19, -0.02], [-0.28, 0.22, 0.07], [0.26, -0.09, -0.08], [-0.60, -0.03, 0.36], [0.15, 0.00, -0.19], [0.24, -0.28, -0.45], [-0.22, 0.03, 0.05], [0.28, 0.64, 0.46], [-0.27, -0.04, 0.05], [-0.03, 0.09, 0.13], [-0.55, -0.27, -0.18], [0.10, -0.15, -0.13], [0.38, -0.24, -0.36], [0.07, 0.26, 0.07], [0.16, 0.08, -0.02], [-0.01, 0.09, 0.08], [0.31, 0.42, 0.08], [0.32, -0.19, 0.25], [-0.01, 0.05, 0.02], [-0.35, 0.11, 0.15], [-0.06, -0.07, 0.00], [0.08, 0.09, 0.03], [-0.13, 0.15, -0.33], [-0.05, -0.06, -0.04], [0.30, -0.20, 0.07], [0.01, 0.04, -0.01], [0.04, -0.06, -0.09], [0.03, 0.05, -0.01], [0.00, 0.06, 0.03], [-0.04, -0.04, 0.08], [0.11, 0.00, -0.02], [0.06, -0.12, -0.10], [-0.15, 0.05, 0.19], [-0.37, -0.41, -0.23], [0.13, 0.07, 0.07], [0.02, -0.15, -0.15], [-0.08, 0.01, 0.03], [-0.09, 0.10, 0.08], [0.02, -0.12, 0.00], [0.10, -0.05, -0.02], [-0.07, 0.02, 0.07], [-0.02, 0.04, 0.01], [-0.01, 0.00, 0.04], [0.12, -0.09, -0.01], [0.15, 0.37, -0.25], [0.12, 0.21, 0.29], [0.02, 0.03, -0.01], [0.09, -0.02, -0.01], [0.02, -0.17, -0.03], [0.00, 0.01, -0.04], [0.04, 0.01, 0.00], [-0.10, -0.01, -0.02], [0.05, -0.10, 0.00], [-0.15, 0.04, 0.07], [-0.06, -0.06, -0.07], [-0.06, 0.02, -0.07], [-0.08, 0.03, -0.01]], "lowdin_charge": [-0.0552, -0.2883, 0.0027, -0.1871, -0.2118, -0.0432, -0.0544, 0.1108, 0.1117, -0.0441, 0.0759, 0.0807, 0.0762, -0.0892, -0.1456, 0.1385, -0.1171, -0.0418, -0.4436, 0.0533, -0.0940, -0.1727, -0.1996, -0.1833, -0.1662, 0.0023, -0.7660, 0.0948, -0.1964, -0.0051, -0.0024, -0.2101, 0.0609, -0.0707, -0.3494, 0.0916, 0.1260, -0.0970, -0.1138, 0.1117, -0.1758, 0.1305, -0.1273, -0.1876, 0.1265, -0.1340, 0.1184, 0.1315, 0.1198, 0.1132, 0.1318, 0.1061, 0.1183, 0.1157, 0.7032, 0.1043, 0.1221, 0.1169, 0.0643, 0.0826, 0.1193, 0.0995, 0.1187, 0.1045, 0.1254, -0.1100, -0.1283, 0.1104, 0.1159, 0.1040, 0.1330, 0.1080, 0.1309, 0.1013, 0.0986, 0.0848, 0.0832, 0.0313]}


{"formula": "C15H33N5O3Re", "method": "ωB97M-V/def2-TZVPD", "total_charge": 4, "s_squared": 0.802, "homo_energy_ev": [-21.73, -21.35], "spin_multiplicity": 2, "lumo_ev": [-15.4, -16.0], "symbols": ["Re", "N", "C", "C", "N", "C", "C", "N", "H", "H", "H", "H", "H", "H", "H", "H", "H", "H", "H", "H", "H", "C", "O", "C", "C", "O", "C", "C", "O", "C", "H", "H", "H", "H", "H", "H", "H", "H", "H", "H", "H", "H", "H", "H", "N", "C", "C", "C", "N", "C", "C", "H", "H", "H", "H", "H", "H"], "positions_angstrom": [[0.4089, 0.0601, -0.4408], [1.3438, 1.4247, 1.1572], [2.8196, 1.3204, 1.0196], [3.2162, -0.1503, 1.0140], [2.3965, -0.8952, 0.0106], [3.0962, -1.2851, -1.2576], [2.2824, -0.9090, -2.4997], [0.8445, -1.1555, -2.2659], [1.0803, 2.4057, 1.0351], [1.1076, 1.2072, 2.1275], [3.3307, 1.8385, 1.8369], [3.1271, 1.8087, 0.0960], [3.0339, -0.5841, 2.0007], [4.2866, -0.2494, 0.8090], [2.1933, -1.7847, 0.4694], [3.2698, -2.3660, -1.2432], [4.0693, -0.7959, -1.3246], [2.6551, -1.4910, -3.3540], [2.4113, 0.1482, -2.7453], [0.7003, -2.1686, -2.2105], [0.3269, -0.8494, -3.0983], [-2.1439, 2.0707, 2.4578], [-1.9369, 1.4833, 1.1938], [-3.0867, 1.4324, 0.3699], [-2.8597, 0.3552, -0.6916], [-1.5975, 0.5217, -1.3391], [-1.5576, 1.4244, -2.4537], [-0.5658, 2.5476, -2.1881], [0.7071, 1.9802, -1.8479], [1.7465, 2.9582, -1.9467], [-2.9604, 1.5771, 2.9993], [-1.2217, 1.9875, 3.0285], [-2.4260, 3.1312, 2.3812], [-3.9852, 1.1840, 0.9482], [-3.2585, 2.4148, -0.0967], [-2.8330, -0.6336, -0.2217], [-3.6700, 0.3790, -1.4251], [-1.2477, 0.8507, -3.3352], [-2.5459, 1.8405, -2.6611], [-0.4773, 3.1602, -3.0928], [-0.8971, 3.2029, -1.3724], [1.7179, 3.4561, -2.9210], [1.6379, 3.7276, -1.1775], [2.7050, 2.4569, -1.8511], [-2.2441, -4.4808, 2.9343], [-1.6551, -3.5274, 2.2536], [-1.5527, -3.5733, 0.8307], [-0.9591, -2.5539, 0.1444], [-0.4010, -1.4606, 0.7311], [-0.4684, -1.4203, 2.0861], [-1.0585, -2.3805, 2.8601], [-2.6596, -5.2797, 2.4631], [-2.3116, -4.4736, 3.9471], [-1.9424, -4.4245, 0.2933], [-0.9313, -2.6098, -0.9357], [-0.0029, -0.5705, 2.5632], [-1.0570, -2.2833, 3.9355]], "forces_ev_per_a": [[-1.95, 0.34, 0.63], [-0.27, -0.74, -1.03], [0.85, -0.30, 0.00], [0.14, 0.84, 0.38], [-1.09, -0.10, -0.25], [0.15, -0.08, -0.75], [1.18, 0.10, -0.18], [-0.12, 0.55, 0.89], [-0.19, -0.12, -0.14], [-0.22, -0.13, -0.16], [-0.12, -0.01, -0.04], [-0.10, 0.00, 0.01], [-0.02, -0.07, -0.11], [-0.17, -0.09, -0.02], [-0.24, 0.20, -0.09], [0.03, 0.16, 0.12], [-0.04, -0.07, 0.08], [-0.17, 0.15, 0.12], [-0.10, -0.09, 0.00], [-0.09, 0.17, 0.18], [0.00, 0.07, 0.26], [-0.64, 0.76, 0.91], [0.74, -0.86, -0.97], [0.10, 0.23, -0.46], [-1.28, -0.17, 1.33], [2.47, -0.58, 0.66], [0.67, 0.86, -0.97], [-0.95, 0.10, -0.02], [-0.33, -1.45, 0.27], [0.76, 0.70, 0.01], [0.22, -0.11, -0.06], [0.01, 0.00, 0.04], [0.22, -0.20, -0.12], [0.09, -0.09, -0.09], [0.00, -0.14, 0.09], [-0.02, 0.19, -0.14], [0.23, -0.08, -0.07], [-0.12, 0.04, 0.12], [0.03, -0.10, 0.17], [0.08, -0.15, 0.07], [0.00, -0.12, -0.04], [-0.10, -0.22, 0.07], [-0.02, -0.07, 0.04], [0.01, -0.04, -0.02], [0.10, 0.14, -0.19], [0.05, -0.03, 0.04], [0.11, 0.23, -0.52], [-0.68, -1.07, -0.17], [0.75, 1.03, -1.12], [-0.09, -0.17, 1.17], [0.26, 0.41, -0.05], [0.01, -0.02, 0.08], [0.00, 0.04, 0.03], [-0.07, -0.05, -0.16], [-0.03, 0.02, 0.03], [-0.10, 0.00, 0.07], [0.03, 0.13, 0.11]], "lowdin_spin": [0.5522, -0.0056, 0.0033, 0.0003, 0.0007, 0.0002, 0.0056, -0.0032, -0.0004, 0.0002, 0.0002, 0.0008, -0.0001, -0.0002, 0.0020, -0.0002, -0.0001, 0.0011, 0.0017, -0.0002, -0.0004, -0.0005, -0.0054, -0.0007, -0.0017, -0.0024, 0.0013, 0.0004, 0.0092, 0.0020, 0.0000, -0.0001, -0.0001, -0.0002, 0.0000, -0.0007, -0.0001, -0.0001, 0.0001, -0.0002, 0.0001, 0.0004, 0.0001, 0.0000, 0.1804, 0.0445, 0.0764, -0.0243, 0.1047, -0.0270, 0.0809, 0.0027, 0.0028, 0.0025, -0.0027, -0.0027, 0.0027]}


Number 1: strongest force on any atom 4.0 eV Å⁻¹. Number 2: strongest force on any atom 0.2 eV Å⁻¹. Number 3: strongest force on any atom 0.8 eV Å⁻¹. Number 4: strongest force on any atom 2.6 eV Å⁻¹.